C3H11N2O3 | wB97M-V/def2-TZVPD

Geometry as XYZ:
```
19
C3H11N2O3 wB97M-V/def2-TZVPD
O 2.750 -0.438 0.332
O -4.414 0.114 -1.297
O 4.692 0.968 -1.041
N -2.012 -0.139 0.039
N 0.098 -0.227 0.535
C -1.935 -0.207 1.401
C -0.802 -0.162 -0.460
C -0.627 -0.237 1.740
H -0.428 -0.154 -1.457
H 3.576 -0.051 -0.036
H 3.178 -1.044 0.952
H 5.489 1.396 -0.708
H -2.782 -0.096 2.053
H -5.078 0.774 -1.064
H -2.903 0.079 -0.437
H 4.932 0.782 -1.954
H 1.130 -0.343 0.542
H -0.019 -0.408 2.618
H -4.845 -0.606 -1.760
```

Values from the calculation:
- frontier orbital gap (eV) = 11.337
- HOMO level (eV) = -13.68
- charge = +1
- ΔE to the lowest compared entry with this formula, charge and spin (kJ/mol) = 24.0
- max |F| (eV/A) = 2.55